Entry 1:
2 unconnected molecules or ions with the total composition C23H40BBrFN3O7PS2, computed with the ωB97M-V functional and the def2-TZVPD basis.

```
79
Properties=species:S:1:pos:R:3:forces:R:3:lowdin_charge:R:1
C -1.603 -2.719 -3.601 -0.782 0.429 0.553 -0.10
C -2.350 -2.309 -2.216 -0.560 -0.484 0.443 -0.14
B -2.598 -0.708 -2.055 -0.862 0.360 -2.596 -0.40
O -3.337 -0.077 -3.143 2.307 -1.063 1.907 0.05
C -2.119 0.174 -0.732 1.901 -0.274 0.847 -0.22
C -3.249 -0.302 0.299 -0.829 -0.570 -1.219 -0.58
Br -2.988 0.199 2.200 0.435 -0.160 -0.433 0.76
C -4.763 0.056 -0.099 -1.405 -0.402 0.990 -0.27
C -5.676 -1.271 -0.376 0.926 0.833 -0.667 -0.08
C -0.646 -0.290 -0.190 0.548 -0.174 1.354 -0.15
C 0.473 -0.739 -1.251 1.598 -0.130 0.310 -0.08
C 0.826 -2.330 -1.194 -0.521 0.619 -0.071 -0.15
O 2.181 -2.561 -0.668 -1.641 -1.839 1.034 -0.10
C 2.048 -3.815 0.050 1.601 -3.045 -1.157 -0.25
O 2.578 -4.876 -0.321 -1.715 4.434 1.270 0.08
C -0.055 0.967 0.668 -1.664 -0.701 -1.231 -0.07
C 1.034 0.849 1.806 -0.504 0.222 0.326 -0.10
C 2.554 1.095 1.379 1.751 -0.841 0.299 -0.18
C 3.470 0.179 2.384 0.046 1.580 0.445 -0.16
C 4.805 1.070 2.726 -2.016 0.527 -0.103 -0.23
O 5.470 1.386 1.477 -0.116 -0.047 0.460 -0.11
N -0.759 2.034 0.200 1.284 -1.282 3.038 -0.12
S -0.355 3.559 0.922 3.860 7.857 -1.639 0.84
O 1.136 3.838 0.900 -4.582 -2.871 0.873 -0.26
O -0.984 4.734 0.200 0.153 -4.928 2.746 -0.26
F -0.795 3.474 2.538 0.245 -0.486 -3.283 -0.17
C -1.744 1.711 -0.925 -2.152 1.566 -0.933 -0.33
P -0.669 2.286 -2.397 -0.040 -0.204 -3.261 0.81
N -0.989 1.656 -3.816 0.587 0.579 0.727 -0.28
C -3.028 2.712 -1.076 -1.012 0.521 1.930 -0.24
C -3.669 3.160 0.248 -2.484 2.219 -3.200 -0.02
C -4.912 4.122 0.110 3.193 -2.305 -4.451 0.02
C -5.236 4.423 -1.391 0.801 -1.024 1.002 -0.02
C -4.490 3.842 -2.603 0.401 -0.206 3.675 -0.06
N -3.379 2.983 -2.416 -1.960 1.779 3.414 0.05
H -0.980 -1.817 -3.920 -0.611 -1.475 0.021 0.08
H -2.442 -2.937 -4.365 1.703 0.381 1.041 0.10
H -0.960 -3.648 -3.441 -0.896 1.334 -0.403 0.08
H -1.878 -2.770 -1.279 -0.477 0.481 -1.395 0.09
H -3.408 -2.779 -2.289 1.577 0.779 0.327 0.12
H -2.791 -0.221 -3.957 -0.845 0.205 0.639 0.10
H -3.197 -1.461 0.281 0.206 1.943 0.241 0.11
H -5.256 0.563 0.815 0.971 -0.601 -1.585 0.09
H -4.901 0.755 -0.984 0.589 -0.867 1.087 0.11
H -5.505 -1.529 -1.491 -0.618 0.135 1.818 0.08
H -5.362 -2.162 0.270 -0.544 1.322 -0.793 0.09
H -6.758 -0.965 -0.173 1.518 -0.725 -0.452 0.09
H -0.720 -1.097 0.617 -0.033 0.872 -1.191 0.15
H 0.306 -0.365 -2.323 -0.134 -0.662 1.550 0.11
H 1.459 -0.230 -0.913 -1.483 -0.863 -0.683 0.11
H 0.109 -2.835 -0.452 0.701 0.650 -1.374 0.11
H 0.790 -2.813 -2.233 -0.170 0.736 1.615 0.14
H 1.371 -3.833 0.988 0.912 0.628 -1.376 0.17
H 0.808 1.561 2.691 0.133 -0.979 -1.635 0.14
H 0.964 -0.211 2.266 -0.135 1.579 -1.179 0.14
H 2.937 2.165 1.523 -1.311 -1.388 -0.281 0.10
H 2.842 0.777 0.324 -0.806 0.481 1.231 0.11
H 3.756 -0.823 1.928 -0.563 1.377 0.727 0.10
H 2.836 0.080 3.349 1.334 -0.259 -1.371 0.12
H 5.475 0.558 3.496 -0.804 0.701 -1.568 0.11
H 4.400 2.074 3.144 0.691 -1.634 -0.228 0.13
H 5.077 2.180 1.054 0.340 -0.806 0.715 0.09
H 0.703 1.992 -2.019 -0.940 0.223 0.510 0.04
H -0.782 3.727 -2.470 0.208 -0.878 0.967 0.06
H -1.241 2.407 -4.483 -0.036 -0.820 0.545 0.00
H -3.310 2.893 1.297 -0.362 0.155 -1.842 0.06
H -5.491 4.541 0.991 0.878 -0.591 -1.441 0.11
H -6.128 5.113 -1.602 1.559 -1.170 0.315 0.10
H -4.799 4.112 -3.677 0.582 -0.553 1.967 0.13
C 6.635 -2.732 1.648 0.043 0.074 -0.024 -0.26
S 5.556 -3.023 3.067 0.218 0.008 0.052 0.82
O 5.298 -1.698 3.712 0.187 -0.410 -0.063 -0.57
C 6.788 -3.881 4.069 0.037 0.003 0.069 -0.26
H 6.077 -2.167 0.901 -0.023 -0.036 0.109 0.05
H 7.511 -2.159 1.957 -0.084 -0.007 0.068 0.06
H 6.943 -3.689 1.222 -0.076 0.013 0.056 0.06
H 7.655 -3.237 4.227 -0.098 0.045 -0.061 0.06
H 7.091 -4.801 3.565 -0.076 0.055 -0.015 0.06
H 6.339 -4.128 5.031 -0.055 0.056 -0.111 0.05
```
Positions in Å, forces in eV/Å.

The spin multiplicity is 1. The calculation puts the gap between HOMO and LUMO at 5.813 eV. The value obtained for the molecular weight is 675.41 g/mol. As for the charge: +1.

Entry 2:
A molecular structure, C23H40BeClN3O12PS2, computed with the ωB97M-V functional and the def2-TZVPD basis.

```
83
Properties=species:S:1:pos:R:3:forces:R:3:lowdin_charge:R:1
Be 3.556 -1.223 4.326 -0.366 -0.860 -0.997 0.82
Cl 1.239 -0.188 0.735 -0.638 -4.539 -4.005 0.58
O 1.966 -0.526 1.924 0.572 -0.102 1.407 -0.45
O -0.036 -0.868 0.669 -0.146 -0.855 1.224 -0.37
O 0.939 1.147 0.628 0.130 4.848 0.560 -0.33
O 1.978 -0.635 -0.456 0.256 0.515 1.419 -0.37
C 2.114 -4.974 0.146 -0.199 0.589 -0.902 -0.22
C 0.735 -4.869 0.834 0.415 -0.091 -0.407 -0.19
C 0.955 -4.318 2.225 -0.338 0.391 1.468 -0.21
S 2.641 -4.742 2.786 1.010 -1.290 0.210 0.76
O 2.691 -5.847 3.770 -0.342 2.115 -1.517 -0.33
O 3.424 -3.502 3.097 -0.898 -0.344 0.175 -0.49
C 3.185 -5.365 1.131 -0.390 -0.632 0.803 -0.20
H 2.416 -4.058 -0.362 -0.355 0.256 0.126 0.11
H 1.992 -5.723 -0.636 0.395 -0.074 -0.006 0.12
H 0.263 -5.851 0.840 0.255 -0.194 0.504 0.12
H 0.044 -4.305 0.207 0.192 0.559 0.313 0.12
H 0.272 -4.706 2.981 0.075 -0.347 -0.037 0.11
H 0.908 -3.240 2.383 0.063 0.207 -0.739 0.08
H 3.123 -6.451 1.211 0.427 -0.030 0.490 0.11
H 4.208 -5.043 0.938 -0.218 0.070 -0.003 0.11
C -0.345 2.008 -2.434 0.698 1.070 0.558 -0.24
C 0.947 2.319 -3.278 -1.199 1.278 0.105 -0.17
C 0.558 3.257 -4.461 -1.888 -0.732 -0.324 -0.18
S -1.225 2.740 -4.905 1.686 -0.840 0.332 0.73
O -1.125 1.889 -6.096 -0.581 1.042 1.095 -0.36
O -2.138 3.870 -4.825 0.524 -0.742 -0.069 -0.35
C -1.359 1.614 -3.409 -1.024 -0.559 -2.535 -0.24
H -0.699 2.878 -1.880 0.292 0.402 0.000 0.09
H -0.223 1.246 -1.664 0.421 -0.151 -0.219 0.10
H 1.315 1.374 -3.675 0.458 0.197 0.213 0.11
H 1.627 2.922 -2.676 0.468 -0.752 0.102 0.11
H 1.118 3.122 -5.386 0.040 -0.100 0.191 0.09
H 0.447 4.323 -4.260 0.305 -0.100 0.438 0.09
H -1.027 0.683 -3.867 -0.301 -0.248 -0.072 0.10
H -2.417 1.522 -3.163 0.135 0.204 0.308 0.11
C -5.095 -0.151 2.882 -0.037 0.066 -0.272 -0.10
O -4.648 -1.215 2.048 -0.560 -0.923 -1.717 -0.26
P -5.090 -1.177 0.446 -0.758 -0.881 0.730 0.53
O -6.555 -1.460 0.165 3.648 0.998 0.523 -0.25
O -4.456 0.240 0.027 -2.440 -1.299 -0.094 -0.20
C -3.145 0.470 0.397 2.272 1.006 -0.493 -0.15
O -3.994 -2.201 -0.213 -0.653 2.324 0.500 -0.23
C -4.265 -3.569 -0.098 -0.541 -0.854 0.375 -0.12
H -5.960 0.329 2.425 -0.011 0.225 0.239 0.09
H -4.253 0.536 2.969 -0.184 0.298 0.183 0.07
H -5.366 -0.533 3.867 0.043 -0.118 -0.152 0.09
H -3.048 1.398 0.959 -0.344 0.052 0.324 0.08
H -2.608 0.667 -0.531 0.342 -0.218 0.008 0.09
H -2.625 -0.323 0.933 -0.310 -0.106 -0.098 0.08
H -3.828 -3.953 0.823 -0.229 -0.019 0.207 0.09
H -3.813 -4.145 -0.906 -0.163 0.392 -0.258 0.09
H -5.354 -3.627 -0.100 0.034 -0.935 -0.003 0.08
N -1.437 5.564 -0.786 0.345 -0.012 0.426 0.04
C -0.249 6.250 -0.673 -0.941 -0.201 0.176 -0.06
C 0.496 5.656 0.351 -0.554 0.191 -0.471 -0.05
C -0.271 4.563 0.815 1.188 0.216 0.565 -0.08
C -1.464 4.555 0.141 -0.799 0.162 -0.852 -0.10
H -2.199 5.838 -1.390 0.145 -0.165 0.062 0.16
H -0.171 7.124 -1.303 0.601 -0.017 0.200 0.12
H 1.425 6.043 0.743 0.012 -0.284 -0.163 0.10
H 0.062 3.840 1.545 -0.188 0.056 0.015 0.09
H -2.345 3.938 0.239 0.183 -0.087 -0.010 0.12
N -0.203 0.732 4.826 -0.626 0.950 -0.259 0.05
C -0.526 1.422 6.004 1.198 -1.050 -1.193 -0.04
C -1.329 2.467 5.640 -0.849 0.613 0.279 -0.08
C -1.571 2.407 4.256 -0.124 0.311 0.559 -0.05
C -0.825 1.350 3.759 0.754 -1.344 0.604 -0.05
H 0.433 -0.049 4.742 -0.226 0.171 -0.001 0.12
H -0.070 1.094 6.926 -0.289 0.219 0.066 0.12
H -1.755 3.185 6.325 0.034 -0.069 -0.063 0.11
H -2.284 3.026 3.732 0.280 -0.021 -0.165 0.11
H -0.699 0.929 2.773 -0.105 0.166 -0.092 0.10
N 4.882 -2.077 -4.206 -0.171 0.163 0.169 0.04
C 6.162 -1.804 -4.519 0.892 -0.367 -0.267 -0.08
C 6.545 -0.659 -3.844 0.996 0.634 -0.067 -0.09
C 5.467 -0.175 -3.117 -0.351 -1.242 -0.301 -0.05
C 4.441 -1.116 -3.347 -0.906 1.049 0.423 -0.06
H 4.397 -2.868 -4.605 -0.292 0.324 0.341 0.17
H 6.709 -2.483 -5.157 0.089 0.223 0.019 0.13
H 7.515 -0.184 -3.853 0.017 -0.237 -0.235 0.11
H 5.487 0.703 -2.489 -0.389 -0.194 -0.043 0.11
H 3.415 -1.041 -3.017 0.034 -0.323 0.065 0.11
```
Positions in Å, forces in eV/Å.

The spin multiplicity is 1. The calculation puts the gap between HOMO and LUMO at 1.558 eV. The value obtained for the molecular weight is 690.15 g/mol. As for the charge: +1.

| no. | E_LUMO (eV) | total energy (Ha) |
| --- | --- | --- |
| 1 | -5.14 | -5427.15721 |
| 2 | -8.86 | -3579.42339 |